C26H77O13Sr | ωB97M-V/def2-TZVPD

Calculated values
Charge: +1
HOMO energy, eV: -11.645
HOMO-LUMO gap, eV: 7.779

Positions of all 117 atoms, in Å:
Sr (-2.1404, 3.3468, -0.9892)
C (0.3747, -0.2588, 0.8489)
C (-0.2983, 0.4122, -0.3450)
O (-0.3516, 1.8103, -0.2131)
H (1.2884, 0.2861, 1.0968)
H (0.6045, -1.2949, 0.5802)
H (-0.2675, -0.2626, 1.7296)
H (-1.3064, -0.0323, -0.4662)
H (0.2321, 0.1361, -1.2762)
C (-3.2842, 1.2906, 2.6773)
C (-3.7889, 0.2862, 1.6407)
O (-5.1767, 0.0062, 1.7805)
H (-3.9045, 2.1883, 2.6455)
H (-2.2370, 1.5500, 2.4918)
H (-3.3379, 0.8606, 3.6772)
H (-3.2056, -0.6371, 1.7139)
H (-3.5963, 0.6723, 0.6354)
H (-5.2651, -0.6980, 2.4306)
C (-4.3037, 1.3549, -4.1614)
C (-3.5445, 0.5624, -3.1289)
O (-3.3959, 1.2972, -1.8881)
H (-5.2048, 1.8074, -3.7416)
H (-4.5648, 0.7513, -5.0302)
H (-3.6902, 2.1702, -4.5548)
H (-2.5380, 0.3530, -3.4855)
H (-4.0278, -0.3931, -2.9264)
H (-4.2957, 1.3950, -1.5464)
C (-2.1654, -3.6161, -0.4060)
C (-3.2203, -2.6616, -0.9251)
O (-4.4239, -3.3768, -1.1647)
H (-1.7363, -4.1969, -1.2253)
H (-2.5934, -4.3285, 0.2962)
H (-1.3558, -3.0583, 0.0711)
H (-2.8487, -2.1337, -1.8168)
H (-3.3985, -1.8622, -0.1916)
H (-5.1485, -2.7509, -1.2409)
C (0.8598, -2.7390, -2.6423)
C (-0.1625, -1.9320, -3.4094)
O (-0.8303, -2.7984, -4.3143)
H (1.5019, -3.3027, -3.3145)
H (0.3663, -3.4289, -1.9573)
H (1.4272, -2.0414, -2.0180)
H (0.3464, -1.1246, -3.9563)
H (-0.8588, -1.4739, -2.6950)
H (-1.4983, -2.3114, -4.8036)
C (0.7415, 2.8472, -4.5392)
C (-0.5847, 2.3164, -4.0724)
O (-1.4355, 3.3850, -3.5856)
H (0.6235, 3.4806, -5.4210)
H (1.4051, 2.0277, -4.8213)
H (1.2361, 3.4025, -3.7422)
H (-0.4645, 1.6605, -3.2079)
H (-1.1017, 1.7909, -4.8790)
H (-1.5451, 4.0731, -4.2493)
C (2.3475, 2.8215, 3.1783)
C (1.2668, 3.5412, 2.3891)
O (0.0776, 2.7378, 2.3846)
H (1.9689, 2.4406, 4.1236)
H (3.2300, 3.4433, 3.3523)
H (2.7031, 1.9799, 2.5756)
H (1.6192, 3.6707, 1.3617)
H (1.0294, 4.5031, 2.8461)
H (0.0235, 2.3061, 1.5122)
C (3.9741, 2.4794, -2.2740)
C (3.0490, 2.0182, -1.1806)
O (1.9303, 2.9287, -1.0932)
H (3.5088, 2.4429, -3.2565)
H (4.8794, 1.8686, -2.2752)
H (4.3042, 3.5010, -2.0713)
H (3.5523, 1.9511, -0.2172)
H (2.6240, 1.0462, -1.4580)
H (1.1700, 2.4087, -0.7376)
C (4.8131, -1.9858, 1.4000)
C (4.1284, -0.9915, 0.4837)
O (5.0210, -0.5682, -0.5536)
H (5.7531, -1.6184, 1.8090)
H (5.0352, -2.9011, 0.8446)
H (4.1539, -2.2708, 2.2227)
H (3.8014, -0.1080, 1.0429)
H (3.2406, -1.4705, 0.0569)
H (4.6091, -0.7385, -1.4037)
C (1.2364, 6.6481, -0.3158)
C (0.2732, 6.1638, -1.3823)
O (-0.0523, 4.7825, -1.2179)
H (0.8524, 6.4533, 0.6859)
H (1.4651, 7.7024, -0.4564)
H (2.1679, 6.0799, -0.3904)
H (0.7113, 6.3262, -2.3737)
H (-0.6609, 6.7311, -1.3830)
H (0.7779, 4.2540, -1.2162)
C (1.1328, -5.8724, -0.0817)
C (1.4749, -4.8939, 1.0396)
O (0.4713, -4.9010, 2.0403)
H (1.7864, -5.7548, -0.9495)
H (0.1598, -5.5523, -0.4674)
H (1.1073, -6.8980, 0.2761)
H (1.4849, -3.8829, 0.6248)
H (2.4721, -5.1069, 1.4396)
H (0.5018, -5.7519, 2.4886)
C (1.7985, -2.0200, 4.0469)
C (2.0304, -0.5168, 4.0141)
O (2.4217, -0.0416, 5.3202)
H (1.3606, -2.3039, 3.0812)
H (1.0972, -2.2790, 4.8328)
H (2.7492, -2.5506, 4.1029)
H (1.1194, 0.0419, 3.8087)
H (2.8022, -0.2518, 3.2847)
H (3.2475, -0.4759, 5.5548)
C (-1.7610, -2.1745, 3.5176)
C (-2.6414, -3.3991, 3.4298)
O (-3.5666, -3.3409, 4.5137)
H (-1.0878, -2.1905, 2.6541)
H (-1.1172, -2.1869, 4.3944)
H (-2.3258, -1.2428, 3.5065)
H (-1.9934, -4.2756, 3.5098)
H (-3.1667, -3.3946, 2.4682)
H (-4.0531, -4.1678, 4.5727)

---

C26H78BBr3N5O21 | ωB97M-V/def2-TZVPD

Calculated values
Charge: +1
HOMO energy, eV: -10.936
HOMO-LUMO gap, eV: 8.062

Positions of all 134 atoms, in Å:
C (2.0315, 5.2803, 5.0716)
C (1.4993, 5.4680, 3.6060)
C (1.7359, 4.1768, 2.7721)
C (0.4998, 3.7050, 1.9225)
N (0.4257, 2.2450, 2.0644)
C (-0.6206, 1.5998, 1.3005)
C (-2.0550, 2.0802, 1.5968)
Br (-3.4988, 1.9903, 0.2979)
C (-2.4937, 2.5418, 2.7783)
C (-3.9255, 2.9847, 3.0598)
Br (-1.4116, 2.6852, 4.3563)
C (-0.1327, 1.7162, -0.2288)
C (-0.8122, 2.8004, -1.1027)
C (0.1317, 3.4483, -2.1607)
C (-0.0987, 2.8162, -3.5416)
N (0.3530, 3.7319, -4.6089)
N (0.0402, 0.3894, -0.9175)
O (1.3360, -0.0932, -0.6870)
C (2.2347, 0.0888, -1.7569)
O (2.4396, 1.1293, -2.3228)
C (2.9926, -1.1572, -2.1004)
C (3.3169, -2.0609, -1.1214)
C (4.0542, -3.1760, -1.4554)
C (4.4706, -3.3947, -2.7538)
C (4.1066, -2.4626, -3.7676)
C (3.3842, -1.3501, -3.4119)
C (-1.0325, -0.6605, -0.6982)
C (-0.3095, -2.0221, -0.9677)
C (-1.2575, -3.2477, -1.0565)
C (-0.7077, -4.3757, -0.1442)
Br (-1.1625, -4.0123, -2.8745)
O (-1.9953, -0.3159, -1.6359)
C (-3.3194, -0.8306, -1.5397)
C (-3.6579, -1.6733, -2.8149)
C (-1.4329, -0.7014, 0.7996)
N (-0.5361, 0.1482, 1.5768)
B (-0.2408, -0.3198, 2.9412)
N (-1.2658, -0.8224, 3.8281)
O (1.0724, -0.3591, 3.4279)
H (1.3362, 5.8160, 5.7369)
H (2.0240, 4.2147, 5.3631)
H (3.0444, 5.6901, 5.1004)
H (0.4562, 5.8027, 3.5556)
H (2.1201, 6.2574, 3.1621)
H (2.1302, 3.3483, 3.3653)
H (2.5330, 4.4089, 2.0452)
H (0.7019, 4.0533, 0.8962)
H (-0.3664, 4.2336, 2.3285)
H (1.3381, 1.8672, 1.8384)
H (-4.0526, 3.2997, 4.0992)
H (-4.5701, 2.1067, 2.9229)
H (-4.2332, 3.8143, 2.4197)
H (0.8937, 2.0934, -0.2130)
H (-1.6515, 2.3788, -1.6698)
H (-1.2495, 3.5935, -0.4872)
H (-0.1954, 4.4921, -2.2593)
H (1.1849, 3.4794, -1.8566)
H (0.4021, 1.8328, -3.6726)
H (-1.1645, 2.6379, -3.7455)
H (1.3331, 3.5654, -4.8194)
H (-0.1991, 3.4984, -5.4322)
H (-0.0079, 0.5952, -1.9327)
H (3.0277, -1.9317, -0.0741)
H (4.3676, -3.9042, -0.7113)
H (5.0760, -4.2580, -3.0230)
H (4.4027, -2.5554, -4.8101)
H (3.1095, -0.5943, -4.1453)
H (0.2496, -2.0024, -1.9110)
H (0.3513, -2.2500, -0.1261)
H (-2.2832, -3.0940, -0.7179)
H (0.2561, -4.7385, -0.5130)
H (-0.6873, -4.0501, 0.9054)
H (-1.4392, -5.1878, -0.2227)
H (-4.0619, -0.0263, -1.5463)
H (-3.5577, -1.4550, -0.6737)
H (-3.8332, -2.7262, -2.5861)
H (-4.5036, -1.2251, -3.3477)
H (-2.7995, -1.5901, -3.4900)
H (-1.2521, -1.7268, 1.1494)
H (-2.5042, -0.5380, 0.9966)
H (-1.2888, -0.3266, 4.7102)
H (-2.1708, -0.8329, 3.3680)
H (1.2574, -1.2497, 3.7551)
O (2.4819, -5.1527, -4.8353)
H (3.1076, -4.6585, -4.2924)
H (3.0092, -5.4547, -5.5840)
O (-0.1172, 0.3167, 6.9439)
H (0.4171, -0.4622, 6.7548)
H (-0.0741, 0.8381, 6.1366)
O (2.1280, -2.7208, 2.2821)
H (3.0020, -2.3554, 2.1067)
H (1.5347, -2.1764, 1.7527)
O (-3.5552, -5.5831, 1.1127)
H (-3.5192, -6.4954, 1.4197)
H (-4.4930, -5.3617, 1.1440)
O (-2.6769, 5.3699, 5.8426)
H (-2.5566, 5.1385, 6.7706)
H (-2.3285, 4.6058, 5.3679)
O (5.9355, -1.7039, -6.4558)
H (6.3065, -1.2839, -7.2387)
H (6.4563, -1.3444, -5.7296)
O (-3.8779, 5.6336, 0.2066)
H (-3.8318, 4.7152, 0.4918)
H (-4.8202, 5.8307, 0.1804)
O (3.2056, 3.5672, -5.8046)
H (3.8000, 4.0485, -5.2191)
H (3.7354, 3.3935, -6.5891)
O (-2.1195, 3.6268, -6.9952)
H (-2.3230, 3.6439, -7.9360)
H (-2.8558, 3.1454, -6.6049)
O (-2.1097, -7.3010, -3.6976)
H (-1.4686, -6.8336, -3.1476)
H (-1.6287, -7.4916, -4.5113)
O (-3.6231, -2.7948, 2.5932)
H (-3.5103, -3.0813, 3.5062)
H (-3.2640, -3.5262, 2.0726)
O (-0.0476, -7.8371, -1.6162)
H (-0.0357, -8.3087, -2.4566)
H (-0.3456, -8.4983, -0.9835)
O (3.2982, 2.4168, 5.2540)
H (3.3507, 1.9364, 4.4209)
H (2.9781, 1.7592, 5.8818)
O (-2.5097, -9.9927, -4.9750)
H (-2.9658, -10.7812, -5.2852)
H (-3.1633, -9.5330, -4.4359)
O (-0.4187, 5.2561, 7.9643)
H (-0.1263, 4.3578, 8.1505)
H (0.3894, 5.7799, 8.0251)
O (4.0564, -7.4535, -4.1982)
H (3.5772, -8.2460, -4.4596)
H (3.3889, -6.9027, -3.7731)
O (0.4951, 7.8716, 6.5014)
H (0.2604, 7.8878, 5.5680)
H (-0.2310, 7.3891, 6.9108)

---

C26H78CuIO26 | ωB97M-V/def2-TZVPD

Calculated values
Multiplicity: 2
Charge: +1
HOMO energy (spin up / spin down), eV: -10.801 / -10.801
HOMO-LUMO gap (spin up / spin down), eV: 7.460 / 4.042
⟨S²⟩: 0.75

Positions of all 132 atoms, in Å:
Cu (0.8437, -2.5558, -3.6527)
I (-0.0388, 0.1783, 0.3947)
C (2.8201, 3.0865, 2.4759)
C (2.8428, 3.3416, 0.9201)
O (4.1817, 3.2884, 0.3762)
O (1.5875, 2.8062, 2.9182)
H (3.3572, 3.9390, 2.8918)
H (3.3595, 2.1638, 2.6898)
H (2.5078, 4.3413, 0.6435)
H (2.1413, 2.6890, 0.4004)
H (4.3848, 2.3503, 0.3904)
H (1.2338, 1.9511, 2.6624)
C (-3.6200, 3.0561, -2.4321)
C (-2.8455, 1.7667, -2.1038)
O (-1.9080, 1.2927, -3.1384)
O (-4.5038, 2.9168, -3.4615)
H (-2.9897, 3.9374, -2.5516)
H (-4.3731, 3.0593, -1.6442)
H (-3.5225, 0.9182, -2.0045)
H (-2.3304, 1.7250, -1.1441)
H (-1.1124, 1.7436, -2.8465)
H (-3.9754, 2.3137, -3.9893)
C (2.2741, -5.1783, -2.9737)
C (1.7129, -4.6334, -1.6317)
O (1.9745, -3.2637, -1.8043)
O (1.5209, -4.6727, -4.0676)
H (2.1202, -6.2570, -3.0036)
H (3.3302, -5.0529, -3.2125)
H (2.3447, -5.0309, -0.8374)
H (0.6456, -4.8525, -1.6021)
H (2.3493, -3.0850, -0.9387)
H (2.0015, -4.9396, -4.8546)
C (-2.0235, -2.8693, -2.1481)
C (-2.2920, -4.0453, -3.2267)
O (-1.5799, -3.6926, -4.3327)
O (-0.6615, -2.7162, -1.8394)
H (-2.5607, -2.9897, -1.2073)
H (-2.4576, -1.9192, -2.4593)
H (-3.3113, -4.3354, -3.4819)
H (-1.9075, -4.9665, -2.7890)
H (-2.1679, -4.0521, -5.0010)
H (-0.6495, -2.2569, -0.9965)
C (0.1272, -1.3409, -6.3885)
C (-1.0971, -0.8923, -5.5326)
O (-0.5869, -0.8724, -4.2613)
O (0.7323, -2.5042, -5.9277)
H (0.7225, -0.4332, -6.2898)
H (-0.0025, -1.4024, -7.4690)
H (-1.9063, -1.6147, -5.6397)
H (-1.5487, 0.0339, -5.8880)
H (-0.9819, -0.0346, -4.0091)
H (1.1761, -2.9742, -6.6375)
C (3.7695, -1.2596, -3.5979)
C (2.7541, -0.1113, -3.4327)
O (1.6844, -0.5297, -2.6489)
O (3.1978, -2.1681, -4.4787)
H (3.8893, -1.6731, -2.5966)
H (4.7019, -0.7630, -3.8665)
H (2.4958, 0.3195, -4.4001)
H (3.1647, 0.6400, -2.7581)
H (1.3752, 0.1211, -2.0145)
H (3.8461, -2.5877, -5.0490)
C (-1.7751, -3.1716, 3.0932)
C (-1.7809, -4.3420, 4.1084)
O (-0.5451, -4.9365, 4.1871)
O (-1.1073, -3.3320, 1.9327)
H (-1.1687, -2.4029, 3.5722)
H (-2.8290, -2.9752, 2.8958)
H (-2.5407, -5.0091, 3.7013)
H (-2.1599, -4.0257, 5.0802)
H (-0.4849, -5.5489, 4.9239)
H (-0.9490, -2.4358, 1.6272)
C (-0.1432, 5.7791, -1.0129)
C (0.1881, 7.0954, -1.6817)
O (-0.2017, 8.0781, -0.7825)
O (-1.4916, 5.5149, -0.6248)
H (0.5045, 5.6184, -0.1510)
H (-0.0239, 4.8755, -1.6107)
H (-0.3270, 7.1157, -2.6421)
H (1.2763, 7.1217, -1.7375)
H (-0.9769, 7.6750, -0.3849)
H (-1.4856, 4.8835, 0.0982)
C (2.3403, -2.9390, 2.2779)
C (2.3213, -1.5815, 3.0982)
O (3.3962, -0.6857, 2.6351)
O (2.2323, -2.5863, 0.9096)
H (1.4797, -3.5448, 2.5615)
H (3.1462, -3.6001, 2.5965)
H (2.3889, -1.7567, 4.1719)
H (1.4044, -1.0017, 2.9914)
H (3.7874, -0.1757, 3.3482)
H (1.8211, -1.7487, 0.6842)
C (-0.9825, 0.1508, 5.7226)
C (-2.2657, 0.9546, 6.1279)
O (-2.2169, 1.5295, 7.4486)
O (-1.0500, -1.1677, 6.2690)
H (-0.1131, 0.7262, 6.0408)
H (-1.0903, -0.0762, 4.6620)
H (-3.0395, 0.2113, 5.9362)
H (-2.3119, 1.7353, 5.3687)
H (-2.0318, 0.7679, 8.0029)
H (-1.8841, -1.5500, 5.9866)
C (-2.1874, 3.8293, 2.6951)
C (-3.6504, 4.3401, 3.0822)
O (-4.6758, 3.8729, 2.2575)
O (-1.9443, 3.7432, 1.3109)
H (-2.0292, 2.8196, 3.0740)
H (-1.4139, 4.4231, 3.1821)
H (-3.6403, 5.4210, 2.9416)
H (-3.8156, 4.2067, 4.1513)
H (-4.3987, 3.8503, 1.3386)
H (-1.6722, 2.8447, 1.1103)
C (6.5654, 0.2942, -0.8259)
C (5.3996, -0.2561, 0.0182)
O (4.8159, 0.8057, 0.7655)
O (6.1144, 1.1221, -1.8825)
H (7.0218, -0.5035, -1.4118)
H (7.3611, 0.7556, -0.2409)
H (5.8103, -1.0501, 0.6420)
H (4.6184, -0.7465, -0.5626)
H (4.4114, 0.3691, 1.5187)
H (5.8779, 1.9787, -1.5193)
C (-3.8449, 0.4027, 2.0270)
C (-5.0278, -0.3589, 2.7908)
O (-5.9900, -0.8499, 1.8894)
O (-2.8780, 0.5524, 3.0145)
H (-4.2095, 1.3169, 1.5585)
H (-3.5599, -0.2043, 1.1677)
H (-5.2921, 0.2756, 3.6368)
H (-4.6975, -1.2198, 3.3720)
H (-6.5977, -1.4842, 2.2765)
H (-1.9981, 0.7569, 2.6895)

---

C26H78O13 | ωB97M-V/def2-TZVPD

Calculated values
HOMO energy, eV: -9.997
HOMO-LUMO gap, eV: 10.239

Positions of all 117 atoms, in Å:
C (8.3216, -4.1214, -1.8048)
C (8.0688, -4.4454, -0.3144)
O (7.3275, -3.3496, 0.1128)
H (8.8652, -4.8898, -2.3545)
H (8.9751, -3.2490, -1.8145)
H (7.4865, -3.7781, -2.4155)
H (8.9654, -4.6311, 0.2769)
H (7.3440, -5.2539, -0.2186)
H (7.4794, -3.2742, 1.0577)
C (-2.6677, -8.0323, 1.0730)
C (-3.3242, -8.0391, 2.4534)
O (-4.7413, -8.0312, 2.3598)
H (-3.1417, -7.3768, 0.3424)
H (-2.5998, -9.0144, 0.6050)
H (-1.6024, -7.8023, 1.0508)
H (-3.0447, -7.0969, 2.9248)
H (-2.8645, -8.8129, 3.0683)
H (-4.9920, -8.9479, 2.4959)
C (-4.4225, -2.5692, -7.1498)
C (-4.2169, -3.8144, -8.0674)
O (-4.1196, -4.8668, -7.1318)
H (-4.4730, -1.7031, -7.8096)
H (-3.5654, -2.4761, -6.4828)
H (-5.3664, -2.6351, -6.6086)
H (-3.4481, -3.6340, -8.8189)
H (-5.1419, -3.9984, -8.6139)
H (-3.2527, -4.7648, -6.7322)
C (0.9373, -2.9095, 7.6104)
C (1.5007, -1.9876, 8.6869)
O (2.0417, -0.7789, 8.2368)
H (1.7350, -3.2651, 6.9581)
H (0.3195, -2.3504, 6.9076)
H (0.4856, -3.8456, 7.9385)
H (2.2707, -2.5569, 9.2077)
H (0.7134, -1.6861, 9.3777)
H (1.3091, -0.2966, 7.8465)
C (1.7796, -9.1058, -5.7481)
C (2.1787, -7.6083, -5.4810)
O (1.0299, -6.9901, -5.0963)
H (2.6436, -9.7476, -5.5759)
H (1.4999, -9.3264, -6.7783)
H (0.8597, -9.3962, -5.2406)
H (2.5201, -7.0951, -6.3800)
H (3.0230, -7.6148, -4.7916)
H (1.4140, -6.3491, -4.4937)
C (0.6634, -0.8192, 0.5521)
C (1.1832, -0.7930, -0.8733)
O (1.7208, -2.0167, -1.0657)
H (0.3153, 0.1437, 0.9260)
H (1.4182, -1.1436, 1.2683)
H (-0.1715, -1.5117, 0.6587)
H (1.8628, 0.0527, -0.9780)
H (0.3901, -0.7032, -1.6156)
H (2.5433, -2.0517, -0.5718)
C (0.6619, 6.8061, 7.7804)
C (-0.5920, 5.9789, 7.6919)
O (-0.3195, 4.8038, 6.9781)
H (1.4078, 6.1038, 8.1525)
H (0.4511, 7.5935, 8.5041)
H (0.8805, 7.3154, 6.8418)
H (-1.4754, 6.5160, 7.3466)
H (-0.7435, 5.7135, 8.7382)
H (-1.1552, 4.3410, 6.8836)
C (-7.0564, -1.0349, 0.0009)
C (-7.6239, -2.3658, 0.5964)
O (-6.9944, -2.6747, 1.8221)
H (-6.0068, -1.3025, -0.1205)
H (-6.9369, -0.2078, 0.7007)
H (-7.4106, -0.7676, -0.9947)
H (-7.4191, -3.2353, -0.0282)
H (-8.7030, -2.2605, 0.7086)
H (-6.7853, -3.6052, 1.7122)
C (-3.1078, 9.0043, 1.2466)
C (-3.0345, 7.4661, 0.9940)
O (-1.6498, 7.0803, 0.8849)
H (-2.6746, 9.6370, 0.4719)
H (-2.8143, 9.1708, 2.2830)
H (-4.1472, 9.3321, 1.2650)
H (-3.4921, 7.2903, 0.0205)
H (-3.4598, 6.7839, 1.7301)
H (-1.4624, 6.6356, 1.7148)
C (0.4578, 9.6143, -5.2821)
C (1.4693, 9.4014, -4.1933)
O (1.8774, 8.0228, -4.1998)
H (0.1066, 10.6429, -5.3649)
H (-0.3990, 8.9480, -5.1816)
H (0.9209, 9.6478, -6.2683)
H (1.1711, 9.7413, -3.2015)
H (2.3453, 9.9647, -4.5149)
H (1.2949, 7.4536, -3.6916)
C (6.4784, 3.6862, 2.3061)
C (7.9102, 3.7536, 1.7872)
O (8.5425, 2.5820, 1.5340)
H (6.5311, 3.1277, 3.2406)
H (5.8497, 3.2700, 1.5190)
H (6.1563, 4.6952, 2.5634)
H (8.4113, 4.3130, 2.5771)
H (7.9656, 4.4170, 0.9241)
H (7.9362, 2.0681, 0.9955)
C (-7.2258, 2.2029, 6.9435)
C (-5.9910, 1.2999, 7.1307)
O (-5.3850, 1.1143, 5.8176)
H (-6.9585, 3.2595, 6.9569)
H (-7.8630, 2.0491, 7.8144)
H (-7.7492, 1.9598, 6.0188)
H (-6.3658, 0.3349, 7.4719)
H (-5.2354, 1.6437, 7.8371)
H (-5.9726, 0.5683, 5.2900)
C (2.9006, 0.5408, -8.5736)
C (4.0845, 0.2199, -9.4846)
O (3.7989, -0.7774, -10.4514)
H (2.2443, 1.3102, -8.9803)
H (3.1507, 0.8518, -7.5593)
H (2.2817, -0.3529, -8.4939)
H (4.9673, -0.0656, -8.9124)
H (4.4553, 1.0935, -10.0206)
H (3.4647, -0.3592, -11.2483)